This record from the Open Molecules 2025 dataset describes 15 unconnected molecules or ions with the total composition C45H90O15 at a distorted geometry. The level of theory is the ωB97M-V functional and the def2-TZVPD basis.

For the HOMO energy, the calculation gives -9.409 eV. For the LUMO energy, the calculation gives -0.02 eV.

Structure (ORCA input):
```
! wB97M-V def2-TZVPD RIJCOSX def2/J DEFGRID3
* xyz 0 1
C -9.405 2.761 2.096
C -8.071 3.190 2.643
O -7.068 2.569 2.356
C -8.037 4.341 3.638
H -9.774 2.062 2.847
H -9.324 2.329 1.099
H -10.097 3.598 2.195
H -7.000 4.451 3.954
H -8.636 4.125 4.523
H -8.362 5.289 3.210
C -10.096 -3.310 -3.971
C -10.714 -3.351 -5.328
O -10.990 -2.317 -5.899
C -11.157 -4.661 -5.873
H -10.667 -2.724 -3.250
H -9.082 -2.942 -4.128
H -10.060 -4.362 -3.690
H -10.302 -5.332 -5.957
H -11.601 -4.591 -6.866
H -11.920 -5.068 -5.211
C 7.867 5.074 0.993
C 8.939 4.867 2.006
O 9.334 5.673 2.829
C 9.471 3.476 2.079
H 8.163 4.940 -0.047
H 7.612 6.134 1.015
H 6.960 4.553 1.299
H 9.917 3.141 1.143
H 8.631 2.847 2.376
H 10.248 3.332 2.830
C 3.955 5.618 8.030
C 4.788 6.509 8.938
O 4.219 7.088 9.896
C 6.286 6.551 8.635
H 4.176 4.553 8.090
H 4.130 5.854 6.980
H 2.886 5.746 8.199
H 6.808 7.014 9.472
H 6.523 7.089 7.717
H 6.762 5.582 8.485
C -0.204 0.916 1.457
C -0.500 0.777 -0.083
O -0.144 1.685 -0.875
C -1.296 -0.421 -0.579
H 0.381 0.033 1.713
H -1.135 0.992 2.018
H 0.392 1.808 1.652
H -1.356 -1.268 0.105
H -1.093 -0.815 -1.575
H -2.346 -0.131 -0.612
C 5.609 -1.829 10.446
C 6.194 -0.926 9.358
O 7.042 -0.090 9.672
C 5.622 -1.094 7.942
H 5.774 -2.901 10.332
H 4.535 -1.646 10.437
H 6.021 -1.508 11.403
H 4.541 -0.949 7.943
H 5.938 -2.080 7.602
H 6.121 -0.307 7.377
C 7.259 0.637 -6.078
C 7.236 1.027 -4.616
O 8.202 1.642 -4.144
C 6.090 0.650 -3.716
H 6.950 -0.399 -6.211
H 8.235 0.809 -6.533
H 6.495 1.138 -6.673
H 5.179 1.041 -4.169
H 6.282 0.924 -2.679
H 6.128 -0.439 -3.691
C -3.537 -6.298 -5.323
C -4.038 -7.303 -6.370
O -5.112 -7.907 -6.207
C -3.141 -7.399 -7.650
H -4.086 -6.342 -4.382
H -3.440 -5.282 -5.705
H -2.534 -6.635 -5.064
H -3.534 -8.123 -8.364
H -2.096 -7.611 -7.424
H -3.246 -6.462 -8.197
C -0.398 1.325 -8.539
C 0.827 0.569 -8.921
O 1.713 1.150 -9.412
C 0.957 -0.879 -8.549
H -1.201 1.121 -9.248
H -0.240 2.391 -8.377
H -0.772 0.961 -7.582
H 1.903 -1.092 -8.050
H 0.884 -1.485 -9.452
H 0.160 -1.076 -7.832
C 3.970 7.613 -8.435
C 3.317 7.572 -7.097
O 2.475 8.387 -6.737
C 3.659 6.372 -6.222
H 3.644 6.705 -8.941
H 5.058 7.654 -8.387
H 3.563 8.498 -8.925
H 3.427 5.446 -6.748
H 3.098 6.338 -5.288
H 4.711 6.364 -5.934
C -8.297 -6.793 2.310
C -8.660 -5.408 2.891
O -9.805 -5.169 3.246
C -7.528 -4.339 2.995
H -9.101 -7.528 2.339
H -7.518 -7.212 2.949
H -7.881 -6.645 1.314
H -7.964 -3.368 3.233
H -6.989 -4.228 2.054
H -6.863 -4.666 3.794
C 1.045 -6.682 1.477
C 0.402 -5.971 2.713
O -0.786 -5.903 2.774
C 1.255 -5.372 3.778
H 0.280 -7.129 0.843
H 1.897 -7.308 1.742
H 1.475 -5.897 0.854
H 2.130 -4.910 3.321
H 1.522 -6.129 4.515
H 0.731 -4.557 4.277
C -0.198 8.931 -0.027
C 0.166 8.339 1.317
O 1.258 7.912 1.611
C -0.881 8.296 2.406
H 0.740 8.948 -0.582
H -0.434 9.965 0.226
H -0.994 8.367 -0.513
H -1.440 9.227 2.322
H -0.424 8.142 3.384
H -1.486 7.391 2.339
C 4.586 -6.743 -6.358
C 3.394 -7.172 -5.586
O 2.725 -6.295 -5.002
C 2.987 -8.699 -5.482
H 4.253 -6.255 -7.275
H 5.151 -7.649 -6.573
H 5.132 -5.991 -5.789
H 3.162 -9.341 -6.345
H 1.986 -8.873 -5.086
H 3.705 -9.104 -4.769
C -3.169 1.156 8.020
C -2.557 0.033 8.848
O -1.398 -0.167 8.871
C -3.529 -0.586 9.786
H -2.354 1.704 7.547
H -3.852 1.706 8.667
H -3.757 0.587 7.300
H -3.182 -1.177 10.634
H -4.259 -1.202 9.262
H -4.129 0.217 10.213
*
```



This record from the Open Molecules 2025 dataset describes 13 unconnected molecules or ions with the total composition C45H90O27 at a distorted geometry. The level of theory is the ωB97M-V functional and the def2-TZVPD basis.

For the HOMO energy, the calculation gives -9.377 eV. For the LUMO energy, the calculation gives 0.47 eV.

Structure (ORCA input):
```
! wB97M-V def2-TZVPD RIJCOSX def2/J DEFGRID3
* xyz 0 1
C 6.764 -3.761 4.381
O 5.519 -3.775 3.630
C 5.020 -2.577 3.376
O 5.515 -1.561 3.767
O 3.918 -2.615 2.612
C 3.440 -3.891 2.202
H 7.062 -4.810 4.385
H 6.592 -3.366 5.385
H 7.496 -3.133 3.887
H 2.460 -3.712 1.743
H 3.319 -4.551 3.073
H 4.134 -4.354 1.506
C -4.438 0.202 -0.899
O -5.877 0.181 -1.175
C -6.229 0.129 -2.437
O -5.480 0.192 -3.393
O -7.548 -0.027 -2.569
C -7.911 -0.393 -3.916
H -4.183 1.202 -0.627
H -3.891 -0.047 -1.814
H -4.284 -0.512 -0.071
H -8.998 -0.481 -3.970
H -7.438 -1.341 -4.129
H -7.546 0.337 -4.638
C -3.119 -2.294 -3.268
O -2.826 -1.549 -4.457
C -2.127 -0.417 -4.313
O -1.664 -0.045 -3.264
O -2.019 0.231 -5.473
C -1.174 1.357 -5.397
H -2.542 -2.028 -2.378
H -2.957 -3.353 -3.543
H -4.206 -2.229 -3.060
H -1.457 2.019 -6.231
H -0.132 1.011 -5.539
H -1.294 1.894 -4.443
C -1.912 -4.987 4.144
O -0.862 -4.078 4.467
C -0.085 -3.752 3.483
O -0.260 -4.202 2.377
O 0.903 -2.966 3.869
C 0.946 -2.373 5.186
H -2.651 -4.552 3.467
H -2.389 -5.225 5.099
H -1.522 -5.897 3.687
H 1.157 -3.157 5.912
H 0.013 -1.836 5.402
H 1.758 -1.644 5.134
C -3.204 1.866 3.872
O -3.171 3.294 4.081
C -3.939 3.692 5.050
O -4.609 2.976 5.764
O -3.874 5.060 5.204
C -4.738 5.550 6.232
H -2.569 1.710 2.995
H -4.229 1.494 3.668
H -2.768 1.370 4.758
H -4.678 6.637 6.202
H -4.409 5.237 7.221
H -5.781 5.250 6.065
C 3.138 1.466 4.729
O 2.075 2.310 4.411
C 0.955 1.932 5.022
O 0.970 0.952 5.724
O -0.092 2.669 4.800
C 0.153 3.870 3.954
H 3.111 1.178 5.798
H 4.077 1.987 4.516
H 3.060 0.510 4.192
H -0.844 4.315 3.815
H 0.565 3.587 2.990
H 0.824 4.549 4.508
C 0.514 -4.571 -0.898
O 0.482 -3.857 -2.164
C -0.046 -4.580 -3.177
O -0.493 -5.693 -3.024
O -0.001 -3.886 -4.319
C 0.705 -2.643 -4.351
H 0.339 -3.803 -0.140
H 1.510 -4.995 -0.765
H -0.229 -5.366 -0.826
H 0.195 -1.874 -3.755
H 0.787 -2.343 -5.418
H 1.730 -2.802 -3.965
C 5.720 2.380 0.512
C 4.709 1.402 1.200
C 5.098 0.043 0.572
O 5.320 0.399 -0.786
C 6.055 1.614 -0.805
H 6.573 2.563 1.172
H 5.283 3.361 0.328
H 3.670 1.631 0.936
H 4.758 1.434 2.289
H 4.290 -0.729 0.568
H 6.074 -0.339 0.957
H 5.797 2.242 -1.650
H 7.131 1.376 -0.852
C 2.177 6.148 -1.740
C 2.807 4.793 -1.987
C 2.197 3.837 -0.939
O 1.620 4.746 0.031
C 2.033 6.081 -0.230
H 1.173 6.330 -2.116
H 2.781 6.993 -2.072
H 3.873 4.880 -1.801
H 2.686 4.422 -3.008
H 2.923 3.186 -0.444
H 1.418 3.247 -1.429
H 3.003 6.367 0.247
H 1.244 6.780 0.046
C -2.978 4.551 -3.021
C -1.554 4.661 -2.416
C -1.478 3.501 -1.390
O -2.804 3.093 -1.271
C -3.400 3.110 -2.559
H -3.000 4.738 -4.092
H -3.711 5.213 -2.536
H -1.398 5.635 -1.974
H -0.722 4.551 -3.130
H -0.980 3.870 -0.481
H -0.819 2.667 -1.759
H -4.469 2.935 -2.434
H -2.909 2.325 -3.182
C -2.831 -5.793 -0.150
C -4.305 -6.178 0.019
C -5.095 -4.885 -0.391
O -4.107 -4.014 -0.963
C -2.880 -4.215 -0.252
H -2.420 -6.077 -1.119
H -2.206 -6.170 0.651
H -4.609 -6.394 1.045
H -4.651 -6.989 -0.633
H -5.565 -4.333 0.467
H -5.812 -5.078 -1.201
H -2.850 -3.729 0.743
H -2.055 -3.850 -0.862
C -0.213 -0.321 1.667
C -0.848 -0.340 0.227
C 0.394 -0.176 -0.663
O 1.583 -0.294 0.160
C 1.211 -0.953 1.385
H -0.776 -0.824 2.459
H -0.056 0.712 2.000
H -1.573 0.478 0.144
H -1.362 -1.247 -0.077
H 0.462 0.776 -1.213
H 0.397 -0.973 -1.442
H 1.916 -0.845 2.202
H 1.015 -2.017 1.217
C 4.487 0.257 -4.479
C 3.437 0.388 -3.365
C 2.197 0.682 -4.178
O 2.320 -0.177 -5.296
C 3.666 -0.269 -5.687
H 5.325 -0.413 -4.256
H 4.888 1.214 -4.789
H 3.643 1.132 -2.607
H 3.365 -0.591 -2.876
H 2.098 1.737 -4.533
H 1.299 0.396 -3.623
H 3.868 0.332 -6.574
H 3.943 -1.303 -5.847
*
```



This record from the Open Molecules 2025 dataset describes 15 unconnected molecules or ions with the total composition C45H90O45 at a distorted geometry. The level of theory is the ωB97M-V functional and the def2-TZVPD basis.

For the HOMO energy, the calculation gives -10.236 eV. For the LUMO energy, the calculation gives 0.40 eV.

Structure (ORCA input):
```
! wB97M-V def2-TZVPD RIJCOSX def2/J DEFGRID3
* xyz 0 1
C -5.255 -30.558 -10.799
O -6.036 -29.555 -10.215
C -5.550 -28.284 -10.113
O -4.398 -27.969 -10.131
O -6.584 -27.524 -9.961
C -6.400 -26.190 -9.443
H -4.180 -30.461 -10.645
H -5.501 -30.465 -11.858
H -5.422 -31.573 -10.440
H -7.049 -25.523 -10.005
H -5.344 -25.932 -9.378
H -6.718 -26.241 -8.401
C 7.958 -19.517 -7.373
O 7.064 -20.605 -7.480
C 7.022 -21.360 -8.652
O 7.646 -21.129 -9.690
O 6.181 -22.380 -8.496
C 5.908 -23.312 -9.602
H 7.758 -18.945 -6.467
H 7.729 -18.753 -8.117
H 8.967 -19.925 -7.422
H 6.772 -23.890 -9.924
H 5.431 -22.828 -10.454
H 5.084 -23.934 -9.253
C 3.915 -21.575 -6.252
O 4.489 -22.555 -5.425
C 4.404 -23.826 -5.756
O 3.814 -24.269 -6.701
O 5.007 -24.556 -4.795
C 4.709 -25.928 -4.694
H 4.294 -20.636 -5.849
H 2.825 -21.594 -6.224
H 4.193 -21.630 -7.303
H 4.716 -26.195 -3.637
H 5.423 -26.650 -5.096
H 3.790 -26.211 -5.204
C -2.663 -30.844 -8.177
O -3.657 -31.796 -8.572
C -3.990 -32.695 -7.676
O -3.385 -32.924 -6.619
O -5.042 -33.318 -8.102
C -5.787 -34.151 -7.133
H -3.116 -30.234 -7.397
H -2.489 -30.163 -9.007
H -1.781 -31.366 -7.810
H -6.152 -35.008 -7.697
H -6.688 -33.656 -6.770
H -5.202 -34.399 -6.249
C -0.413 -29.919 -17.470
O -0.496 -29.417 -16.149
C 0.227 -29.882 -15.139
O 0.954 -30.878 -15.139
O -0.007 -29.151 -14.016
C 0.730 -29.315 -12.821
H -0.819 -30.926 -17.567
H 0.562 -29.979 -17.955
H -0.996 -29.251 -18.103
H 0.511 -28.389 -12.290
H 1.792 -29.458 -13.025
H 0.412 -30.181 -12.244
C -1.355 -27.963 -10.304
O -0.249 -27.286 -9.812
C -0.264 -25.932 -9.664
O -1.245 -25.241 -9.597
O 0.994 -25.604 -9.578
C 1.388 -24.271 -9.209
H -1.178 -29.015 -10.522
H -1.863 -27.439 -11.115
H -2.136 -27.957 -9.544
H 0.818 -23.513 -9.746
H 2.462 -24.105 -9.165
H 1.073 -24.040 -8.190
C 4.125 -27.710 -8.522
O 3.344 -28.668 -9.259
C 3.799 -29.820 -9.610
O 4.977 -30.143 -9.666
O 2.813 -30.511 -10.165
C 1.423 -30.413 -9.769
H 5.135 -27.812 -8.919
H 4.137 -28.040 -7.483
H 3.717 -26.703 -8.568
H 1.039 -29.395 -9.830
H 1.123 -30.908 -8.846
H 1.041 -31.063 -10.555
C 4.093 -25.282 -12.056
O 5.254 -26.035 -11.936
C 6.485 -25.609 -12.306
O 6.759 -24.585 -12.920
O 7.337 -26.627 -12.099
C 8.713 -26.462 -12.576
H 3.983 -24.527 -11.278
H 3.198 -25.899 -12.131
H 4.256 -24.827 -13.035
H 8.888 -27.400 -13.099
H 9.355 -26.333 -11.706
H 8.848 -25.601 -13.229
C 5.276 -21.120 -13.120
O 4.186 -21.772 -12.489
C 2.923 -21.622 -12.974
O 2.621 -20.766 -13.799
O 2.151 -22.534 -12.388
C 0.742 -22.710 -12.711
H 5.236 -20.173 -13.657
H 6.010 -21.775 -13.590
H 5.910 -20.786 -12.294
H 0.627 -23.725 -13.093
H 0.421 -22.113 -13.564
H 0.115 -22.588 -11.830
C -0.519 -26.300 -15.247
O -1.347 -26.532 -14.053
C -2.201 -25.570 -13.654
O -2.317 -24.474 -14.192
O -2.813 -25.845 -12.521
C -3.547 -24.854 -11.807
H -0.822 -26.855 -16.133
H 0.411 -26.794 -14.966
H -0.322 -25.238 -15.376
H -4.258 -24.228 -12.344
H -2.800 -24.275 -11.262
H -4.123 -25.344 -11.022
C -2.266 -33.053 -13.140
O -2.899 -31.927 -13.668
C -2.818 -30.746 -13.187
O -2.203 -30.403 -12.169
O -3.678 -29.942 -13.893
C -3.910 -28.623 -13.506
H -1.332 -33.448 -13.539
H -2.953 -33.894 -13.245
H -2.143 -32.990 -12.058
H -4.904 -28.510 -13.071
H -3.876 -28.079 -14.450
H -3.127 -28.233 -12.858
C 1.305 -27.252 -6.542
O -0.012 -26.868 -6.244
C -1.078 -27.571 -6.759
O -1.032 -28.664 -7.293
O -2.076 -26.779 -6.647
C -3.341 -27.153 -7.165
H 1.383 -27.143 -7.625
H 1.439 -28.304 -6.284
H 2.031 -26.616 -6.041
H -3.443 -26.807 -8.194
H -4.028 -26.495 -6.632
H -3.701 -28.178 -7.093
C -0.558 -20.758 -7.949
O 0.146 -20.188 -9.034
C 1.449 -20.443 -9.279
O 2.234 -21.151 -8.657
O 1.919 -19.718 -10.314
C 1.115 -18.995 -11.233
H -0.120 -20.344 -7.043
H -0.380 -21.831 -8.053
H -1.639 -20.742 -8.076
H 0.482 -18.232 -10.779
H 0.407 -19.617 -11.784
H 1.804 -18.580 -11.966
C -1.371 -21.345 -2.220
O -0.692 -22.439 -2.799
C -0.625 -22.519 -4.101
O -0.999 -21.736 -4.956
O -0.091 -23.697 -4.381
C 0.954 -23.828 -5.286
H -1.824 -21.702 -1.294
H -2.195 -20.975 -2.829
H -0.570 -20.674 -1.913
H 0.663 -23.645 -6.320
H 1.316 -24.841 -5.125
H 1.756 -23.134 -5.029
C -3.327 -23.010 -8.864
O -4.668 -23.398 -8.943
C -5.650 -22.577 -8.571
O -5.554 -21.422 -8.200
O -6.797 -23.380 -8.434
C -7.985 -22.970 -7.783
H -2.781 -23.564 -8.099
H -3.330 -21.949 -8.612
H -2.685 -23.150 -9.734
H -8.736 -23.739 -7.603
H -8.565 -22.129 -8.164
H -7.734 -22.681 -6.760
*
```



Calculated energy relative to the best compared isomer or geometry (same formula, charge and spin), 80.67, 0.00, 139.67 kcal per mole (same order as the records).
Calculated E_tot, -2897.03817, -3800.01932, -5154.33843 a.u. (same order as the records).